# C11H19N3P

2 unconnected molecules or ions with the total composition C11H19N3P (ωB97M-V with the def2-TZVPD basis set, the OMol25 dataset).

Calculated values
Highest occupied orbital energy (eV): -11.60
Molar mass (g mol⁻¹): 224.3
Net charge: +1
Strongest force on any atom (eV Å⁻¹): 5.152
LUMO energy (eV): -2.87

Last column: Mulliken charge in e.
Atoms and positions in Å:
C1 2.67 0.89 0.29  -0.505
C2 3.20 -1.26 1.19  -0.807
C3 1.48 0.47 -0.12  -0.233
C4 1.96 -1.68 0.82  -0.845
C5 3.65 0.07 0.81  0.827
C6 1.11 -0.87 0.11  0.775
C7 -2.56 0.03 0.12  -0.518
C8 -1.74 3.80 -1.94  -0.580
C9 -1.86 -0.63 -1.06  -0.504
C10 -0.85 3.14 -2.67  -0.660
C11 -2.83 -1.91 1.61  -1.088
N1 -0.68 -2.99 -0.39  -0.738
N2 4.90 0.47 1.10  -0.489
N3 -1.95 -0.88 1.25  -0.190
P1 -0.56 -1.49 -0.11  0.925
H1 3.04 1.83 -0.14  0.169
H2 3.99 -1.93 1.49  0.231
H3 0.82 1.28 -0.63  0.127
H4 1.67 -2.66 1.04  0.253
H5 -2.35 1.07 0.40  0.367
H6 -3.66 -0.14 0.10  0.293
H7 -1.62 4.71 -1.51  0.355
H8 -2.79 3.54 -2.05  0.268
H9 -2.30 -1.47 -1.57  0.397
H10 -1.57 0.13 -1.78  0.257
H11 -1.17 2.39 -3.30  0.362
H12 0.17 3.38 -2.40  0.268
H13 -2.38 -2.52 2.37  0.374
H14 -3.69 -1.58 2.17  0.411
H15 -3.20 -2.52 0.82  0.410
H16 0.03 -3.65 0.01  0.265
H17 5.19 1.47 0.76  0.256
H18 5.52 -0.24 1.25  0.211
H19 -1.67 -0.26 1.97  0.357